ORCA calculation (ωB97M-V/def2-TZVPD) on 2 unconnected molecules or ions with the total composition C7H10N3 in a non-equilibrium geometry.

Geometry (Å):
C1 -2.2681 1.0377 1.2307
C2 -0.8401 -2.4313 0.5664
C3 -1.8370 -1.5570 1.1863
C4 0.3075 -2.1242 0.0243
C5 -1.7712 -0.2422 0.9600
C6 0.6709 -0.6972 -0.3809
C7 1.8291 -0.5245 -1.2773
N1 -2.5521 2.1505 1.3980
N2 0.0694 0.3158 0.1191
N3 0.5800 2.8737 -0.2545
H1 -1.0883 -3.5343 0.6376
H2 -2.6933 -2.0789 1.7008
H3 1.0665 -2.8690 -0.4657
H4 2.7136 -0.8264 -0.6211
H5 1.9313 0.5207 -1.6002
H6 1.6569 -1.0875 -2.1779
H7 0.1751 1.4995 0.0680
H8 -0.2159 3.5361 -0.3476
H9 1.0458 2.7021 -1.1658
H10 1.2199 3.3364 0.3999

The frontier orbital gap is 9.160 eV. The multiplicity is 1. Its energy is -436.622438 a.u. Its net charge is +1.

These are the Mulliken partial charges, in e, on atoms 1 to 2: number 1, C, carries 0.09; number 2, C, carries -0.06

---

ORCA calculation (ωB97M-V/def2-TZVPD) on 11 unconnected molecules or ions with the total composition C47H58N6O19 in a non-equilibrium geometry.

Geometry (Å):
O1 2.8354 2.1643 -1.3687
C1 1.5310 1.6437 -1.7096
C2 0.7848 0.5475 -0.6824
O2 1.3630 -0.5743 -0.0558
H1 1.6127 1.2313 -2.7152
H2 0.8511 2.4852 -1.8427
H3 -0.0236 0.2703 -1.3589
H4 0.3555 1.0626 0.1770
C3 3.7233 5.4115 4.3892
C4 3.0569 6.0648 5.4965
C5 3.7958 6.6105 6.4595
C6 5.1508 6.5254 6.5416
C7 5.7380 5.8052 5.5214
C8 5.0966 5.3298 4.3596
O3 5.7486 4.8782 3.2684
O4 3.2886 7.4093 7.4380
H5 3.1791 5.0067 3.5488
H6 1.9801 6.1325 5.4477
H7 5.7248 6.8547 7.3951
H8 6.8052 5.8702 5.3689
H9 5.1056 4.6292 2.6005
H10 2.3471 7.2355 7.3673
C9 -7.1461 -0.8233 -1.6750
C10 -7.4333 -2.1170 -1.3383
C11 -8.6965 -2.4638 -0.9094
C12 -9.7977 -1.5439 -1.0072
C13 -9.4742 -0.2285 -1.3386
C14 -8.1806 0.0933 -1.6506
O5 -7.9460 1.4403 -1.7098
O6 -9.1165 -3.7706 -0.7944
H11 -6.1350 -0.4808 -1.8390
H12 -6.6424 -2.8522 -1.3234
H13 -10.8196 -1.8317 -0.8090
H14 -10.1994 0.5533 -1.5096
H15 -7.3680 1.6958 -2.4325
H16 -8.3110 -4.2889 -0.8586
C15 -0.7870 -4.1115 -7.0269
C16 0.4378 -3.9970 -6.3615
C17 1.4801 -3.5864 -7.1159
C18 1.3505 -3.2932 -8.5361
C19 0.1018 -3.4879 -9.1560
C20 -0.9721 -3.8297 -8.3769
O7 -2.1918 -3.8902 -8.9331
O8 2.6987 -3.4651 -6.4497
H17 -1.6579 -4.4640 -6.4943
H18 0.5770 -4.1792 -5.3061
H19 2.1941 -3.0337 -9.1585
H20 0.0645 -3.2634 -10.2117
H21 -2.8462 -4.4215 -8.4737
H22 3.3665 -3.0106 -6.9683
C21 -1.1016 1.8222 7.6023
C22 -0.2749 1.1577 6.6608
C23 1.0593 0.9874 7.0298
C24 1.5317 1.3849 8.3084
C25 0.7030 1.9382 9.2222
C26 -0.5944 2.3562 8.7943
O9 -1.3274 3.2614 9.5589
O10 1.8156 0.3859 6.0908
H23 -2.1009 1.9080 7.2018
H24 -0.5537 0.8089 5.6775
H25 2.5663 1.2833 8.6010
H26 1.0601 2.1447 10.2203
H27 -2.2230 3.3748 9.2323
H28 1.3847 0.1162 5.2764
C27 -0.9834 9.9072 -0.4031
C28 0.1836 9.1664 -0.5761
C29 1.3758 9.7741 -1.0702
C30 1.3394 11.0573 -1.4901
C31 0.1371 11.7817 -1.4271
C32 -0.9919 11.2563 -0.7868
O11 -2.1784 12.0187 -0.7824
O12 2.4357 8.9782 -1.3354
H29 -1.7989 9.3447 0.0270
H30 0.1842 8.1717 -0.1554
H31 2.2713 11.4123 -1.9047
H32 0.1330 12.8535 -1.5599
H33 -2.1512 12.7510 -1.4026
H34 2.3863 8.0233 -1.2503
C33 6.3541 -11.1357 1.8028
C34 5.7818 -9.8401 1.5809
C35 5.9812 -9.2238 0.3319
C36 6.6561 -9.9337 -0.6710
C37 7.1983 -11.2468 -0.3944
C38 7.0553 -11.8160 0.8572
O13 7.5386 -13.1096 1.1105
O14 5.4487 -7.9541 0.0389
H35 6.2408 -11.5270 2.8030
H36 5.3138 -9.4040 2.4510
H37 6.9243 -9.5123 -1.6285
H38 7.6460 -11.8361 -1.1809
H39 7.1925 -13.7714 0.5073
H40 4.5657 -7.9254 0.4146
C39 -1.0115 -8.5926 3.0025
C40 -0.7461 -9.6016 4.0010
C41 -0.3783 -9.1438 5.2790
C42 -0.0795 -7.7958 5.5520
C43 -0.1953 -6.8871 4.4729
C44 -0.8485 -7.2297 3.2754
O15 -1.3233 -6.3182 2.3500
O16 -0.1611 -10.1155 6.2438
H41 -1.5371 -8.8932 2.1082
H42 -0.9288 -10.6654 3.9648
H43 0.1925 -7.5361 6.5644
H44 -0.1442 -5.8945 4.8953
H45 -0.7207 -5.5733 2.4092
H46 -0.0197 -9.7531 7.1214
C45 -6.7335 4.0749 3.1115
O17 -6.4923 4.7166 4.0809
N1 -5.8316 3.6634 2.2357
N2 -7.9523 3.6842 2.8106
H47 -4.9128 3.5805 2.6468
H48 -6.2024 3.7949 1.3054
H49 -8.1793 3.3308 1.8921
H50 -8.6462 3.7987 3.5355
C46 -4.7184 2.5662 -6.9913
O18 -4.8169 3.5877 -6.3274
N3 -4.0025 1.6200 -6.6301
N4 -5.2226 2.4564 -8.1535
H51 -3.5603 1.7589 -5.7328
H52 -3.9179 0.7500 -7.1361
H53 -5.5453 3.3373 -8.5276
H54 -5.2142 1.5873 -8.6678
C47 5.8376 3.0010 -8.4236
O19 5.0522 3.8968 -8.6689
N5 5.8735 2.4582 -7.1991
N6 6.7320 2.5325 -9.1303
H55 6.5569 1.7238 -7.0822
H56 5.1582 2.5581 -6.4930
H57 7.1862 1.6792 -8.8376
H58 6.6691 2.7092 -10.1228

The frontier orbital gap is 1.224 eV. The multiplicity is 1. Its energy is -3583.525062 a.u. Its net charge is -2.

These are the Mulliken partial charges, in e, on atoms 1 to 2: number 1, O, carries -0.91; number 2, C, carries -0.35

---

ORCA calculation (ωB97M-V/def2-TZVPD) on 2 unconnected molecules or ions with the total composition C2H5FO in a non-equilibrium geometry.

Geometry (Å):
C1 0.5915 -0.3678 -0.5907
C2 -0.7077 0.1242 -0.0877
O1 -1.3412 1.1242 -0.6471
F1 -1.4876 -0.9541 0.2388
H1 0.4161 -1.2038 -1.1809
H2 0.8900 0.3872 -1.2774
H3 1.3891 -0.7324 0.2150
H4 -0.8769 1.0422 1.9620
H5 -2.1493 1.2146 -0.1037

The frontier orbital gap (spin up / spin down) is 7.993 / 12.198 eV. Its expectation value of S² is 2.002. The multiplicity is 3. Its energy is -254.114123 a.u.

These are the Mulliken partial charges, in e, on atoms 1 to 2: number 1, C, carries -0.92; number 2, C, carries 0.38